Record 1
C24H18BrN4O8 | wB97M-V/def2-TZVPD

```
55
Properties=species:S:1:pos:R:3:forces:R:3
C -1.687665 -6.299285 -0.410948 -0.3 -0.2 -0.1
C -0.627350 -5.674249 0.449672 -0.3 0.2 -0.2
O -1.094816 -4.328522 0.812223 1.1 -0.2 0.6
C -0.208910 -3.770482 1.664676 0.1 -0.5 -0.2
O 0.814925 -4.318433 2.033480 -1.0 0.7 -0.3
N -0.614543 -2.502459 2.082693 0.2 0.3 0.2
C 0.089279 -1.780455 3.078884 0.2 -0.2 0.1
C 1.292145 -2.113642 3.694038 0.6 0.5 0.4
C 1.795179 -1.242329 4.677622 -0.9 -0.1 -0.6
C 1.078628 -0.083094 5.015207 -0.3 0.0 -0.3
C -0.139398 0.229648 4.390276 0.5 -0.4 0.0
Br -0.981569 1.881407 4.745804 0.2 -0.1 0.1
C -0.669229 -0.655006 3.442985 -0.7 -0.2 -0.3
C -1.914011 -0.771953 2.653376 0.9 -0.4 -0.1
N -3.163371 -0.144842 2.950220 -2.8 1.3 0.0
O -3.405395 0.113945 4.148992 0.7 -0.6 -1.9
O -3.997428 0.083536 2.032112 2.2 -0.8 1.9
C -1.825494 -1.855953 1.818994 -0.1 -0.2 1.9
H -1.324174 -7.262853 -0.774199 0.0 0.0 0.0
H -2.600212 -6.486963 0.163527 0.1 0.1 -0.1
H -1.942874 -5.684223 -1.279277 0.1 0.0 0.2
H -0.467624 -6.244278 1.371437 0.0 0.2 -0.2
H 0.329009 -5.573025 -0.075497 -0.2 0.0 0.2
H 1.815016 -3.015781 3.410667 0.0 0.2 0.1
H 2.742486 -1.448811 5.175378 -0.3 0.0 -0.2
H 1.476697 0.596651 5.763383 -0.1 -0.1 -0.2
H -2.630515 -2.345497 1.294498 0.2 0.2 -0.2
C -3.193006 -1.726017 -0.686138 -0.7 0.1 -0.6
C -3.165303 -0.320465 -0.881844 0.1 -0.5 -0.3
C -1.917005 0.384305 -0.811952 -0.2 0.3 -0.2
C -1.830336 1.735438 -1.066569 -0.2 0.0 0.0
C -2.982561 2.463243 -1.435022 0.0 -0.2 0.5
N -2.948105 3.884637 -1.537406 -0.1 1.0 0.0
O -4.025476 4.481815 -1.773812 1.5 -0.5 0.2
O -1.862362 4.485336 -1.372611 -1.3 -0.7 -0.3
C -4.219114 1.801469 -1.542475 0.2 -0.3 0.1
C -4.303532 0.445853 -1.308958 0.0 0.4 0.0
C -4.403068 -2.514672 -0.773362 0.2 0.5 -0.5
C -5.611242 -2.090178 -0.139507 -0.3 -0.1 -0.3
C -6.818772 -2.720800 -0.387235 0.1 -0.4 -0.3
C -6.870335 -3.810980 -1.284250 0.8 0.3 0.4
N -8.097964 -4.492310 -1.526823 -1.4 -0.7 -0.3
O -8.098742 -5.466742 -2.315838 -0.1 1.3 1.1
O -9.133805 -4.097173 -0.944633 1.4 -0.6 -0.8
C -5.687209 -4.271427 -1.895776 0.0 -0.1 0.3
C -4.477055 -3.658768 -1.626428 -0.4 0.1 0.3
H -2.240778 -2.250488 -0.753954 -0.1 0.0 -0.3
H -1.018842 -0.183006 -0.570284 -0.1 0.2 0.0
H -0.893111 2.270214 -0.954452 -0.1 -0.1 -0.1
H -5.093127 2.394787 -1.786486 0.1 -0.2 -0.1
H -5.258061 -0.044088 -1.497366 0.3 0.1 0.2
H -5.588042 -1.212318 0.509981 0.1 -0.4 -0.1
H -7.743521 -2.408437 0.091880 0.2 0.0 -0.1
H -5.751715 -5.119315 -2.571920 0.0 0.2 0.1
H -3.578431 -3.973636 -2.158834 -0.2 0.0 0.2
```
Positions in Å, forces in eV/Å.

Its highest occupied orbital energy is -3.56 eV. Its net charge is -1. The LUMO energy is 0.05661 Ha. For the total energy, the calculation gives -117556.4668 eV. The largest force on an atom comes out at 3.14 eV/A.

***

Record 2
C24H18F3NO6 | wB97M-V/def2-TZVPD

```
52
Properties=species:S:1:pos:R:3:forces:R:3
C -1.135709 3.490782 -0.813130 -0.1 -0.3 -0.7
C -2.315514 2.934457 -1.631645 0.3 0.2 0.3
C -3.287376 2.051558 -0.849427 -0.6 0.2 -0.6
N -2.841448 0.683418 -0.601105 -0.3 -0.6 0.6
C -1.891104 0.408402 0.427261 0.9 0.2 -1.2
O -2.108859 0.334930 1.590443 -0.2 0.5 0.9
C -0.606258 0.104827 -0.307658 0.0 -0.2 0.2
C 0.709012 0.150055 0.109167 -0.4 -0.3 -0.2
C 1.685840 -0.141709 -0.846277 0.0 0.2 0.2
C 1.341442 -0.470569 -2.148264 -0.4 -0.1 -0.4
C 2.393190 -0.758264 -3.193207 0.1 0.6 0.3
F 3.633392 -0.513164 -2.734080 0.0 -0.2 0.0
F 2.228779 0.040045 -4.266594 -0.1 -0.1 -0.1
F 2.345117 -2.019746 -3.619347 0.0 -0.2 -0.1
C 0.004573 -0.525283 -2.558933 -0.1 -0.1 0.3
C -0.950924 -0.221578 -1.609637 0.0 -0.3 -0.1
C -2.450632 -0.135524 -1.701315 0.9 0.7 0.3
O -3.193706 -0.683942 -2.451920 -0.4 0.1 -0.7
H -1.364819 3.522129 0.248985 0.1 0.1 0.1
H -0.241802 2.895481 -0.980628 0.1 -0.2 0.3
H -0.885407 4.480923 -1.183257 0.0 0.2 0.2
H -2.894914 3.773047 -2.015101 -0.2 0.0 0.0
H -1.931239 2.419515 -2.511858 -0.1 -0.1 -0.1
H -4.210428 1.991521 -1.423392 -0.1 -0.1 0.0
H -3.538740 2.549896 0.083224 0.0 -0.3 0.3
H 0.949144 0.410263 1.126567 0.2 -0.1 0.0
H 2.727321 -0.085201 -0.571867 0.1 0.0 0.0
H -0.289786 -0.773106 -3.569000 0.1 -0.1 -0.1
C 4.501362 3.139362 4.313318 0.0 0.0 0.0
C 4.177871 2.294740 3.338133 0.0 0.0 0.0
C 2.835862 1.667659 3.280801 0.0 0.0 0.0
O 2.539715 0.894833 2.391504 0.2 0.1 0.1
C 1.865728 2.015241 4.346861 0.0 0.0 0.0
C 2.188209 2.859809 5.322582 0.0 0.0 0.0
C 3.531857 3.489900 5.383063 0.0 0.0 0.0
O 3.826285 4.260485 6.269394 0.0 0.0 0.0
H 5.474698 3.608747 4.376339 0.0 0.0 0.0
H 4.868239 2.025970 2.548763 0.0 0.0 0.0
H 0.892303 1.544764 4.282668 0.0 0.0 0.0
H 1.496858 3.127410 6.111238 0.0 0.0 0.0
C -2.525927 -3.649674 -0.785041 0.0 0.0 0.0
C -1.993786 -3.622031 -2.004433 0.0 0.0 0.0
C -1.098520 -4.706264 -2.478666 0.0 0.0 0.0
O -0.610395 -4.679096 -3.588207 0.0 0.0 0.0
C -0.819873 -5.824359 -1.542324 0.0 0.0 0.0
C -1.351864 -5.851973 -0.323475 0.0 0.0 -0.1
C -2.248079 -4.766849 0.151959 0.0 0.0 0.0
O -2.733352 -4.795369 1.262067 0.0 0.0 0.0
H -3.182443 -2.868576 -0.420110 0.0 0.0 0.0
H -2.187428 -2.816649 -2.701259 0.0 0.0 0.0
H -0.164727 -6.604627 -1.908536 0.0 0.0 0.0
H -1.161738 -6.656618 0.375353 0.0 0.0 0.0
```
Positions in Å, forces in eV/Å.

Its highest occupied orbital energy is -9.83 eV. The LUMO energy is -0.06818 Ha. For the total energy, the calculation gives -47105.7732 eV. The largest force on an atom comes out at 1.46 eV/A. As for the SMILES: CCCN1C(=O)c2ccc(C(F)(F)F)cc2C1=O.O=C1C=CC(=O)C=C1.O=C1C=CC(=O)C=C1.

***

Record 3
C24H18FMgNO3PS | wB97M-V/def2-TZVPD

```
50
Properties=species:S:1:pos:R:3:forces:R:3
Mg -1.040131 0.207993 -2.975354 0.0 0.0 0.0
O 0.882097 -0.520971 -3.171135 0.0 0.0 0.0
N 1.851724 0.166774 -2.611577 0.0 0.0 0.0
C 2.852157 -0.524374 -2.024172 0.0 0.0 0.0
C 3.937223 0.104362 -1.473421 0.0 0.0 0.0
C 3.986383 1.500059 -1.516551 0.0 0.0 0.0
C 2.941651 2.191618 -2.073538 0.0 0.0 0.0
C 1.816868 1.540006 -2.619771 0.0 0.0 0.0
S 0.451418 2.349840 -3.233253 0.0 0.0 0.0
H 2.696523 -1.592316 -2.013052 0.0 0.0 0.0
H 4.702965 -0.489705 -0.996149 0.0 0.0 0.0
H 4.824321 2.035411 -1.086007 0.0 0.0 0.0
H 2.921469 3.272081 -2.082702 0.0 0.0 0.0
O -4.441465 1.884649 -1.243992 0.0 0.0 0.0
C -3.484253 1.108593 -1.192672 0.0 0.0 0.0
O -2.469031 1.123627 -1.953576 0.0 0.0 0.0
C -3.517225 0.033609 -0.096460 0.0 0.0 0.0
C -4.775570 -0.275349 0.419913 0.0 0.0 0.0
C -4.939540 -1.237863 1.400543 0.0 0.0 0.0
C -3.824271 -1.905597 1.890541 0.0 0.0 0.0
C -2.567730 -1.602555 1.392782 0.0 0.0 0.0
C -2.386245 -0.632011 0.402869 0.0 0.0 0.0
P -0.666523 -0.408147 -0.270404 0.0 0.0 0.0
C 0.390733 -1.591903 0.495443 0.0 0.0 0.0
C 0.898598 -2.668621 -0.298628 0.0 0.0 0.0
C 1.756082 -3.609049 0.207781 0.0 0.0 0.0
C 2.181823 -3.558772 1.572065 0.0 0.0 0.0
C 1.664823 -2.526785 2.376590 0.0 0.0 0.0
C 0.799020 -1.578117 1.885670 0.0 0.0 0.0
C -0.192696 1.182629 0.542854 0.0 0.0 0.0
C 1.167253 1.416385 0.756110 0.0 0.0 0.0
C 1.614567 2.618146 1.283084 0.0 0.0 0.0
C 0.708969 3.618583 1.610381 0.0 0.0 0.0
C -0.645616 3.397526 1.406831 0.0 0.0 0.0
C -1.091684 2.192147 0.881063 0.0 0.0 0.0
H -5.618396 0.274023 0.021175 0.0 0.0 0.0
H -5.929754 -1.468661 1.778831 0.0 0.0 0.0
H -3.930358 -2.664573 2.658335 0.0 0.0 0.0
H -1.698400 -2.132716 1.762618 0.0 0.0 0.0
H 0.597426 -2.722350 -1.341505 0.0 0.0 0.0
H 2.112350 -4.403213 -0.442257 0.0 0.0 0.0
H 2.856168 -4.302073 1.979505 0.0 0.0 0.0
H 1.956424 -2.471789 3.423328 0.0 0.0 0.0
H 0.435442 -0.793979 2.541522 0.0 0.0 0.0
H 1.877517 0.635261 0.508105 0.0 0.0 0.0
H 2.677777 2.772604 1.432288 0.0 0.0 0.0
H 1.055691 4.562792 2.015830 0.0 0.0 0.0
H -1.366038 4.171152 1.647308 0.0 0.0 0.0
H -2.153155 2.051964 0.730459 0.0 0.0 0.0
F -1.877365 -0.730322 -4.307660 0.0 0.0 0.0
```
Positions in Å, forces in eV/Å.

Its highest occupied orbital energy (spin up / spin down) is 1.42 / -2.10 eV. As for the multiplicity: 2. Its net charge is -2. The LUMO energy (spin up / spin down) is 0.17561 / 0.17548 Ha. For the total energy, the calculation gives -61103.0865 eV. The largest force on an atom comes out at 0.03 eV/A.

***

Record 4
C24H18N4O3RuS | wB97M-V/def2-TZVPD

```
51
Properties=species:S:1:pos:R:3:forces:R:3
Ru -0.214171 0.462268 0.390547 0.0 -0.3 0.2
O -0.264250 1.619075 2.200634 -0.1 0.3 -0.1
S 0.406944 2.831794 1.612249 -0.1 -0.1 0.2
O 1.570582 3.344540 2.236036 0.0 -0.1 0.0
N 0.706212 2.109502 0.166601 0.3 0.1 -0.3
C 0.880618 2.621288 -1.133350 -0.1 -0.1 0.1
C 1.433004 3.814844 -1.503932 0.0 0.0 -0.1
C 1.553697 4.117462 -2.881185 0.0 0.0 0.1
C 1.148037 3.234752 -3.842636 0.0 0.0 0.0
C 0.572593 1.990688 -3.474312 0.0 0.0 -0.1
C 0.133859 1.010029 -4.391817 0.0 0.0 0.0
C -0.419291 -0.159244 -3.935670 0.0 0.0 0.1
C -0.566625 -0.355542 -2.557821 -0.1 0.0 -0.1
N -0.164013 0.539676 -1.670065 -0.1 0.2 0.0
C 0.424380 1.706726 -2.112498 0.1 0.0 0.0
C -0.778423 4.080080 1.389750 0.0 0.1 0.0
C -0.354335 5.400901 1.497276 0.0 0.0 0.0
C -1.281914 6.410894 1.295008 0.0 0.0 0.0
C -2.599033 6.094297 0.995499 0.0 0.0 0.0
C -3.009684 4.767754 0.899197 0.0 0.0 0.0
C -2.099180 3.747667 1.097498 0.0 0.0 0.0
H 1.796859 4.512659 -0.761109 0.0 0.0 0.0
H 1.990593 5.063979 -3.166931 0.0 0.0 0.0
H 1.259265 3.470797 -4.892461 0.0 0.0 0.0
H 0.238749 1.191840 -5.454203 0.0 0.0 0.0
H -0.757286 -0.926991 -4.615696 0.0 0.0 0.0
H -1.032495 -1.250178 -2.164805 0.0 0.0 0.0
H 0.670608 5.628068 1.756454 0.0 0.0 0.0
H -0.976781 7.444168 1.383390 0.0 0.0 0.0
H -3.319208 6.887420 0.845954 0.0 0.0 0.0
H -4.042954 4.534444 0.683480 0.0 0.0 0.0
H -2.418507 2.713623 1.056123 0.0 0.0 0.0
O -1.613473 -1.014723 0.746788 0.0 0.0 0.0
C -1.725150 -1.962174 1.579236 0.1 0.0 0.0
C -3.042599 -2.471151 1.846752 0.0 0.0 0.0
C -3.230448 -3.469473 2.750184 0.0 0.0 0.0
C -2.119679 -4.010543 3.427181 0.0 0.0 0.0
C -0.826058 -3.549132 3.180306 0.0 0.0 0.0
C -0.581441 -2.546934 2.264101 0.0 0.0 0.0
C 0.777031 -2.094727 1.985827 0.0 -0.1 0.0
N 1.156475 -1.054115 1.245500 0.1 0.1 0.1
C 2.526896 -1.003293 1.273006 0.0 0.0 0.0
C 2.990940 -2.034729 2.028602 0.0 0.0 0.0
N 1.882952 -2.704363 2.465947 0.0 0.0 0.0
H -3.860037 -2.012751 1.307288 0.0 0.0 0.0
H -4.221525 -3.846334 2.960754 0.0 0.0 0.0
H -2.268279 -4.797086 4.154435 0.0 0.0 0.0
H -0.019645 -3.998397 3.743759 0.0 0.0 0.0
H 3.080960 -0.238370 0.757309 0.0 0.0 0.0
H 3.988829 -2.343335 2.285213 0.0 0.0 0.0
H 1.904480 -3.534509 3.035878 0.0 0.0 0.0
```
Positions in Å, forces in eV/Å.

Its highest occupied orbital energy (spin up / spin down) is -14.08 / -14.51 eV. As for the multiplicity: 5. Its net charge is +2. The LUMO energy (spin up / spin down) is -0.22290 / -0.32398 Ha. For the total energy, the calculation gives -50684.8787 eV. The largest force on an atom comes out at 0.43 eV/A.

***

Record 5
C24H18NO3PtS | wB97M-V/def2-TZVPD

```
48
Properties=species:S:1:pos:R:3:forces:R:3
Pt 0.509814 1.168840 -0.369873 0.4 0.1 0.1
C -6.633920 0.809457 -0.811268 -0.1 -0.1 0.0
O -6.281406 2.174706 -0.820968 0.0 0.0 0.0
C -4.954085 2.466887 -0.886107 0.2 0.0 0.0
C -4.654192 3.844428 -0.985178 -0.1 0.3 0.0
C -3.352396 4.233953 -1.085239 0.0 -0.1 0.0
C -2.277604 3.311930 -1.103046 0.1 -0.3 0.1
C -0.928639 3.772860 -1.220401 -0.1 0.2 0.0
C -0.647582 5.264223 -1.205641 0.0 -0.1 -0.1
O 0.072824 3.037155 -1.328720 0.0 0.5 0.1
C -2.576233 1.900678 -0.998749 0.1 0.1 0.0
O -1.716972 0.970012 -1.032923 0.1 -0.1 0.1
C -3.955947 1.535889 -0.862694 -0.2 -0.2 0.0
H -7.717123 0.774213 -0.909514 0.0 0.0 0.0
H -6.341475 0.324339 0.124683 0.0 0.0 0.0
H -6.179899 0.269859 -1.646628 0.0 0.0 0.0
H -5.465598 4.559952 -0.989137 0.0 0.0 0.0
H -3.139920 5.290737 -1.172350 0.0 0.0 0.0
H -1.142654 5.769113 -2.036023 0.0 0.0 0.0
H 0.426028 5.414909 -1.285817 0.0 0.0 0.0
H -1.002794 5.700875 -0.271800 0.0 0.0 0.0
H -4.154073 0.476705 -0.769184 0.0 0.0 0.0
N 1.742745 -8.628935 1.201378 0.0 0.1 0.0
C 1.546931 -7.509322 1.014660 0.0 -0.4 0.1
C 1.324350 -6.119226 0.796677 0.0 0.5 -0.1
C 0.104922 -5.524537 1.131822 0.1 -0.2 0.0
C -0.081699 -4.170072 0.953078 0.0 0.1 0.0
C 0.941164 -3.361092 0.434977 0.1 -0.1 0.0
C 2.159178 -3.974122 0.090822 0.0 0.1 0.0
C 2.349535 -5.326800 0.267004 -0.1 -0.1 0.1
C 0.776105 -1.965875 0.246051 0.0 0.2 -0.1
C 0.703044 -0.772074 0.016326 0.1 0.0 0.2
H -0.687917 -6.139318 1.538044 0.0 0.0 0.0
H -1.026359 -3.712075 1.212969 0.0 0.0 0.0
H 2.947802 -3.353545 -0.312990 0.0 0.0 0.0
H 3.291972 -5.789920 0.004607 0.0 0.0 0.0
S 2.331180 2.282204 0.746922 -0.6 -0.3 -0.5
C 3.647076 1.128075 0.927250 0.0 -0.2 0.3
C 4.894679 1.398850 0.364328 -0.1 0.0 0.0
C 5.943852 0.507830 0.526096 0.1 -0.1 0.0
C 5.770947 -0.657793 1.260124 0.0 0.0 0.0
C 4.533180 -0.926092 1.831104 0.1 0.0 0.0
C 3.477710 -0.044578 1.666619 0.0 0.0 0.0
H 5.028553 2.312970 -0.200368 0.0 0.0 0.0
H 6.906007 0.719256 0.073862 0.0 0.0 0.0
H 6.590532 -1.355888 1.377803 0.0 0.0 0.0
H 4.392948 -1.833919 2.406201 0.0 0.0 0.0
H 2.505411 -0.255720 2.091212 0.0 0.0 0.0
```
Positions in Å, forces in eV/Å.

Its highest occupied orbital energy (spin up / spin down) is -3.62 / -4.99 eV. As for the multiplicity: 3. Its net charge is -1. The LUMO energy (spin up / spin down) is 0.09823 / 0.05023 Ha. For the total energy, the calculation gives -46893.5169 eV. The largest force on an atom comes out at 0.85 eV/A.

***

Question: Which value of largest force on an atom does entry 2 give?
Answer: 1.46 eV/A